ORCA calculation (ωB97M-V with the def2-TZVPD basis set) on a molecular structure, C4H5O5Pt in a non-equilibrium geometry.

ORCA input file:
```
! RIJCOSX wB97M-V def2-TZVPD def2/J DEFGRID3
* xyz 0 4
O 1.03 1.28 -0.20
Pt -0.64 2.21 -0.05
O 0.21 2.10 1.67
C 1.14 1.47 1.12
O 1.81 0.50 1.65
O -1.81 -0.08 0.52
C -1.44 -1.12 1.02
C -0.14 -1.82 0.73
O 0.64 -1.21 -0.25
C 1.78 -0.52 0.14
H -2.03 -1.60 1.83
H -0.39 -2.83 0.39
H 0.40 -1.94 1.69
H 2.42 -0.39 -0.73
H 2.41 -1.21 0.73
*
```

⟨S²⟩: 3.75
Gap between HOMO and LUMO (spin up / spin down) (eV): 6.712 / 8.110
Relative energy (zero: lowest compared OMol25 entry of this formula, charge and spin) (kcal per mole): 73.82
Highest occupied orbital energy (spin up / spin down) (eV): -6.44 / -9.64

Mulliken atomic charge list, values in e, 6 entries: O -0.573; Pt 0.400; O -0.504; C 0.743; O -0.466; O -0.428